{
  "formula": "H14O7",
  "method": "ωB97M-V with the def2-TZVPD basis set",
  "orbital_gap_ev": 10.06,
  "multiplicity": 1,
  "smiles": "O.O.O.O.O.O.O",
  "e_lumo_ev": -0.34,
  "symbols": ["O", "O", "O", "O", "O", "O", "O", "H", "H", "H", "H", "H", "H", "H", "H", "H", "H", "H", "H", "H", "H"],
  "coordinates": [[-0.425905, -1.159333, -2.240667], [-1.665905, 1.375667, -0.440667], [1.176095, -3.284333, -2.643667], [0.947095, 0.615667, -0.448667], [0.653095, -0.867333, 1.990333], [1.581095, 2.025667, 1.923333], [-1.081905, 1.720667, 2.236333], [0.804095, 0.124667, 0.362333], [-1.508905, 1.346667, 1.452333], [-1.093905, -0.737333, -2.740667], [1.706095, 1.811667, 0.970333], [-1.235905, 2.660667, 2.314333], [0.673095, 0.068667, -1.179667], [-0.037905, -1.140333, 2.577333], [0.560095, -3.755333, -3.171667], [-2.065905, 0.610667, -0.843667], [1.361095, -0.662333, 2.602333], [0.700095, -2.410333, -2.712667], [-0.702905, 1.250667, -0.504667], [0.693095, 1.859667, 2.084333], [-1.035905, -1.454333, -1.586667]],
  "forces_ev_per_a": [[0.3, 0.3, 0.2], [-0.4, 0.3, 0.2], [-0.3, 1.9, 0.2], [0.1, 1.0, -0.2], [0.4, -0.2, -0.4], [3.5, 0.4, -1.5], [0.1, -0.7, 0.8], [0.0, -0.7, 0.6], [-0.1, 0.7, -0.2], [-0.6, 1.3, -2.0], [0.0, 0.4, 1.1], [-0.4, 0.2, -0.4], [0.1, -0.6, -0.4], [-0.9, -0.2, 0.3], [-0.6, -1.5, -0.8], [-0.2, -0.2, -0.2], [0.5, 0.4, -0.1], [1.2, -0.9, 0.5], [0.3, 0.0, 0.0], [-2.9, -0.6, 0.5], [-0.1, -1.2, 1.7]]
}

{
  "formula": "C2H7N8O2",
  "method": "ωB97M-V with the def2-TZVPD basis set",
  "total_charge": 1,
  "orbital_gap_ev": [8.08, 7.31],
  "multiplicity": 1,
  "smiles": "NN=C=NC(=[NH2+])N(N=[NH2+])N([O-])O",
  "e_lumo_ev": [-4.34, -4.90],
  "symbols": ["O", "O", "N", "N", "N", "N", "N", "N", "N", "N", "C", "C", "H", "H", "H", "H", "H", "H", "H"],
  "coordinates": [[3.291132, -0.292879, 0.017089], [2.297171, 1.830051, 0.089910], [-2.803883, -0.564840, 0.169808], [-0.734056, -1.621983, 0.020799], [1.541852, -2.293940, -0.001298], [2.147374, 0.594551, 0.027405], [0.886272, 0.049661, 0.078412], [-0.269496, 0.763016, 0.231059], [-3.660493, 0.415670, 0.047212], [-0.317943, 2.044804, -0.158301], [0.553294, -1.393441, 0.054693], [-1.619336, -0.700166, 0.061399], [0.452380, 2.707536, 0.029552], [4.089024, 0.182275, 0.327143], [-4.421862, 0.195225, -0.544023], [1.224197, -3.039007, -0.554874], [-1.141534, 2.292093, -0.568179], [2.483653, -1.904846, -0.287795], [-3.997738, 0.736213, 0.959981]],
  "forces_ev_per_a": [[-1.6, 0.0, 0.0], [0.4, -0.9, 0.3], [2.0, -1.4, -0.5], [2.7, -1.9, 0.0], [0.7, 2.1, -0.5], [0.9, 1.1, -0.4], [-0.2, -2.2, 0.5], [0.9, 1.0, -0.1], [-1.2, 3.2, 1.0], [3.0, -0.7, 1.2], [-0.4, 2.6, -0.2], [-0.7, -0.3, 0.4], [-0.7, -0.8, -0.2], [-0.7, 0.6, 0.1], [-0.9, -0.6, -0.5], [-0.2, -1.8, -0.5], [-2.6, 0.9, -1.0], [-1.4, -0.7, 0.7], [0.1, -0.1, -0.4]]
}

{
  "formula": "C26H20N4OS3Tc",
  "method": "ωB97M-V with the def2-TZVPD basis set",
  "orbital_gap_ev": [6.86, 6.76],
  "multiplicity": 4,
  "s_squared": 3.791,
  "e_lumo_ev": [-0.72, -1.13],
  "symbols": ["Tc", "S", "S", "S", "O", "N", "N", "N", "N", "C", "C", "C", "C", "C", "C", "C", "C", "C", "C", "C", "C", "C", "C", "C", "C", "C", "C", "C", "C", "C", "C", "C", "C", "C", "C", "H", "H", "H", "H", "H", "H", "H", "H", "H", "H", "H", "H", "H", "H", "H", "H", "H", "H", "H", "H"],
  "coordinates": [[1.713987, -0.970838, -0.069839], [1.236980, 3.468924, 1.763477], [-0.494567, 5.588552, 0.702691], [1.973656, 0.477077, 1.807042], [2.949116, -2.828397, 0.505950], [-6.651109, -5.910577, 2.015591], [2.095048, 0.283171, -1.186245], [-0.091781, 1.587223, 0.668258], [-0.726525, 2.783885, 0.331326], [-4.470009, -4.568184, 1.453228], [-1.149100, -2.258003, 0.526563], [-5.671825, -5.354488, 1.782623], [5.041303, -1.657466, 0.154971], [-1.877386, 2.683296, -0.496325], [1.384194, 2.512483, -1.655344], [-3.487413, -2.469724, 0.870180], [-0.141080, 3.949532, 0.834468], [-3.222974, -5.185788, 1.504867], [2.405269, 1.661201, -1.237795], [-3.682479, 3.738001, -1.699804], [3.882957, 3.485637, -0.911541], [-0.099998, -1.744977, 0.195223], [-4.363635, 2.514980, -1.817945], [-2.248479, -3.082923, 0.959297], [4.872076, -4.150964, 0.868764], [1.601350, 3.849299, -1.633497], [-2.516129, 1.419096, -0.713710], [-2.438262, 3.817592, -1.041229], [4.172568, -2.844742, 0.485639], [-2.101951, -4.443842, 1.316119], [-4.613906, -3.235413, 1.187584], [2.834738, 4.318711, -1.202861], [0.980019, 1.812919, 1.354656], [3.619816, 2.125244, -0.883082], [-3.740539, 1.339094, -1.325343], [-3.233266, -6.266447, 1.808132], [4.380258, 1.404238, -0.650676], [5.828625, -3.998286, 1.384315], [-3.616981, -1.464996, 0.609574], [0.503357, 1.987187, -2.055523], [4.169987, -4.724956, 1.495724], [-5.373477, 2.477118, -2.296743], [6.033052, -2.057665, -0.047697], [2.973836, 5.390118, -1.122989], [0.833128, 4.548655, -1.883952], [5.107485, -4.480815, -0.154550], [5.071802, -0.899827, 0.936246], [4.834740, 3.913285, -0.620069], [-5.610397, -2.827808, 1.173836], [4.568158, -1.177670, -0.730439], [-4.147625, 4.731544, -2.042485], [-4.235383, 0.406322, -1.430390], [-1.117560, -4.889996, 1.386361], [-1.873697, 4.712564, -0.934878], [-2.069974, 0.507843, -0.237751]],
  "forces_ev_per_a": [[0.6, 0.3, 0.2], [0.2, -0.1, 0.0], [0.2, -0.8, 0.2], [0.7, -0.4, 0.6], [-0.3, 0.5, -0.4], [0.2, 0.0, 0.0], [0.9, 0.4, -0.4], [-0.3, 1.1, -0.3], [0.9, 0.6, 0.7], [-1.1, -1.3, 0.7], [0.1, -1.2, 0.6], [0.6, 0.6, -0.4], [-0.8, -0.5, -1.1], [-0.9, -1.2, -0.2], [-0.3, -1.5, -0.9], [-1.1, -2.2, 1.0], [-0.7, -0.4, -0.3], [-0.8, -1.7, 1.0], [-2.1, -1.2, -0.6], [-0.7, 0.9, -0.1], [-0.2, 0.0, 0.5], [-0.4, -0.1, 0.0], [0.0, 0.4, -0.1], [0.5, 0.9, -0.8], [-0.5, 1.3, -0.2], [0.1, 0.5, 0.1], [1.3, -0.3, 1.7], [-0.6, -0.6, -0.5], [0.8, -0.3, 1.8], [0.6, 0.7, -0.5], [0.1, 0.8, -0.5], [0.1, 1.2, -0.3], [-1.0, -0.5, -0.3], [1.8, 0.1, 0.1], [-0.2, 1.8, -0.6], [0.4, 1.2, -0.5], [0.3, -0.1, 0.3], [-0.3, 0.1, -0.1], [0.1, 1.3, -0.4], [0.1, 0.7, 0.4], [0.5, -0.2, -0.8], [1.1, 0.0, 0.5], [0.1, 0.5, -0.2], [0.0, 0.0, -0.1], [-0.3, 0.3, -0.2], [-0.1, -1.0, 0.4], [-0.1, -0.2, 0.3], [0.0, -0.2, 0.0], [-0.1, 0.3, 0.0], [0.6, -0.1, 0.3], [0.7, -1.8, 0.4], [-0.3, -0.7, -0.1], [0.0, 0.1, -0.1], [-0.3, 0.7, -0.1], [-0.3, 1.0, -0.7]]
}

{
  "formula": "C11H34N2OP2Tl",
  "method": "ωB97M-V with the def2-TZVPD basis set",
  "total_charge": 1,
  "orbital_gap_ev": 7.26,
  "multiplicity": 1,
  "e_lumo_ev": -3.30,
  "symbols": ["Tl", "P", "P", "O", "N", "N", "C", "C", "C", "C", "C", "C", "C", "C", "C", "C", "C", "H", "H", "H", "H", "H", "H", "H", "H", "H", "H", "H", "H", "H", "H", "H", "H", "H", "H", "H", "H", "H", "H", "H", "H", "H", "H", "H", "H", "H", "H", "H", "H", "H", "H"],
  "coordinates": [[1.142886, -1.703818, 0.425723], [-1.316204, -2.578532, 1.028783], [2.652027, -0.542264, -1.451025], [-0.261718, 0.808302, 0.171520], [-1.545031, 2.500532, -0.568181], [-0.423785, 2.577789, 1.530270], [3.769192, -2.002840, -1.609994], [-2.220891, 3.761830, -0.618846], [-1.796935, 1.681043, -1.724466], [2.344336, 0.019510, -3.156580], [0.444860, 1.788687, 2.379476], [-2.815893, -2.820781, 0.018042], [-0.737180, 1.949044, 0.372442], [-0.818799, 3.881326, 1.999164], [-0.697873, -4.284148, 1.374040], [3.632826, 0.741761, -0.606020], [-1.827605, -1.895156, 2.638164], [3.288272, 0.211174, -3.688019], [-1.909192, 3.955959, 2.173844], [-0.847655, -0.695559, -2.537978], [0.548894, -2.504743, -1.144975], [-2.538142, -3.250578, -0.959235], [-0.440087, 4.696362, 1.353074], [4.566128, 0.950432, -1.148219], [-1.463189, -0.984298, -2.222736], [-2.558550, -2.551805, 3.131819], [-2.432037, 2.225241, -2.418083], [0.635862, 2.400676, 3.272582], [-0.944497, -1.780819, 3.290970], [3.028505, 1.662803, -0.543216], [-2.291611, 0.764323, -1.426106], [0.191746, -4.214134, 2.022846], [2.304865, -2.635805, 1.449062], [-0.327378, 3.990350, 2.979787], [-2.039514, 4.375445, 0.256046], [-1.869778, 4.286819, -1.516249], [4.018895, -2.369655, -0.600049], [-0.404895, -4.756290, 0.420669], [-1.472128, -4.890893, 1.863199], [-3.295718, 3.560665, -0.711928], [1.767736, -0.748470, -3.700131], [1.747749, 0.947301, -3.127287], [3.876051, 0.409557, 0.418595], [-0.864225, 1.421367, -2.211619], [-0.029090, 0.848429, 2.689072], [3.236061, -2.800488, -2.154568], [1.400605, 1.564126, 1.890846], [-3.528402, -3.488673, 0.524111], [-3.292218, -1.840602, -0.153950], [4.689413, -1.740126, -2.148974], [-2.276687, -0.900380, 2.474287]],
  "forces_ev_per_a": [[-0.4, -1.4, -1.8], [0.6, 0.0, 0.9], [0.5, 0.0, 1.0], [-0.1, 0.0, -0.2], [0.4, -0.4, 0.3], [0.2, -0.5, -0.1], [-0.2, 0.2, -0.1], [-0.3, 0.6, 0.0], [0.0, -0.2, -0.1], [-0.4, 0.1, -0.1], [0.3, 0.2, 0.8], [0.0, 0.4, -0.3], [-0.1, -0.2, -0.3], [0.1, 0.5, 0.7], [-0.2, 0.2, -0.1], [0.4, 0.3, -0.3], [-0.5, -0.2, 0.2], [-0.2, -0.1, 0.2], [0.5, 0.1, -0.2], [-0.3, -0.3, 0.1], [0.4, -0.3, 0.3], [-0.1, 0.2, 0.4], [-0.3, -0.3, 0.3], [-0.2, 0.1, 0.2], [0.3, 0.0, -0.2], [0.1, 0.3, 0.0], [0.0, 0.0, 0.0], [0.1, -0.5, -0.2], [-0.4, -0.1, -0.3], [0.2, -0.4, 0.0], [-0.1, -0.2, -0.1], [-0.4, -0.1, -0.2], [-0.6, 0.9, -0.2], [-0.4, 0.3, -0.5], [-0.2, -0.1, -0.4], [-0.2, 0.2, 0.2], [0.0, 0.1, -0.4], [-0.1, 0.2, 0.4], [0.2, 0.1, -0.1], [0.1, 0.3, 0.0], [0.2, 0.3, 0.2], [0.3, -0.4, 0.0], [-0.1, 0.1, -0.5], [0.1, -0.1, -0.2], [0.1, 0.2, -0.1], [0.2, 0.3, 0.2], [-0.2, 0.0, 0.1], [0.3, 0.2, -0.1], [0.1, -0.4, 0.1], [-0.2, -0.1, 0.1], [0.2, -0.4, 0.1]]
}

{
  "formula": "H12IO6",
  "method": "ωB97M-V with the def2-TZVPD basis set",
  "total_charge": -1,
  "orbital_gap_ev": 8.12,
  "multiplicity": 1,
  "e_lumo_ev": 3.19,
  "symbols": ["I", "O", "O", "O", "O", "O", "O", "H", "H", "H", "H", "H", "H", "H", "H", "H", "H", "H", "H"],
  "coordinates": [[0.060368, -0.099474, 0.521842], [0.813368, 1.675526, 3.697842], [3.322368, -1.583474, 0.532842], [-1.913632, 1.307526, -2.191158], [1.176368, 1.862526, -2.107158], [-2.968632, -0.862474, 2.577842], [-0.280632, -2.148474, -2.467158], [1.194368, 1.274526, 2.887842], [2.352368, -1.450474, 0.736842], [-2.309632, -0.652474, 1.898842], [-0.307632, -2.040474, -1.524158], [1.186368, 1.458526, -1.252158], [-3.826632, -0.507474, 2.344842], [-2.266632, 0.740526, -2.866158], [1.238368, 2.491526, 3.827842], [-1.051632, -2.547474, -2.794158], [-1.828632, 0.830526, -1.364158], [1.974368, 2.412526, -2.219158], [3.435368, -2.161474, -0.241158]],
  "forces_ev_per_a": [[-0.1, -0.2, 0.3], [-0.5, -1.9, -0.5], [-0.5, -0.1, 0.2], [-0.2, 1.1, -0.1], [0.6, 1.2, -1.7], [0.0, -0.4, 0.5], [2.0, 0.6, -0.7], [-0.5, 0.3, 0.5], [1.2, -0.3, -0.8], [-0.2, 0.2, -0.1], [-0.3, 0.2, 0.9], [0.1, -0.5, 1.1], [0.2, 0.2, -0.4], [-0.1, -0.6, -0.1], [0.9, 1.6, 0.1], [-1.6, -0.8, -0.2], [0.2, -0.5, 0.1], [-0.6, -0.6, 0.4], [-0.6, 0.4, 0.5]]
}

The evaluated relative energy (zero: lowest compared OMol25 entry of this formula, charge and spin) for the records listed, in turn: 39.1; 97.6; 7.8; 0.0; 25.1 kcal per mole.